{
  "formula": "C34H56N4O7Si",
  "method": "ωB97M-V with the def2-TZVPD basis set",
  "symbols": ["N", "H", "C", "H", "H", "C", "O", "H", "H", "H", "H", "C", "H", "H", "C", "C", "H", "C", "H", "H", "H", "H", "C", "H", "H", "C", "H", "C", "H", "H", "H", "H", "H", "C", "C", "C", "C", "C", "O", "C", "H", "H", "H", "H", "C", "H", "H", "Si", "H", "H", "C", "H", "H", "C", "C", "C", "H", "H", "H", "C", "H", "H", "H", "H", "C", "H", "H", "C", "H", "O", "C", "H", "H", "H", "N", "N", "C", "H", "C", "O", "O", "O", "H", "H", "C", "H", "H", "C", "O", "H", "C", "C", "C", "H", "H", "H", "H", "N", "H", "C", "C", "C"],
  "positions_angstrom": [[-1.99, -0.68, 1.60], [2.41, -0.45, -2.49], [1.74, -1.53, 5.18], [-3.91, 2.21, -2.95], [-3.71, -0.89, -3.05], [-2.30, -2.02, 1.04], [1.31, 8.20, 1.91], [-0.22, 1.68, -4.44], [-2.86, -6.26, -4.32], [2.68, -1.18, 5.73], [-0.50, 7.60, 4.04], [-0.85, 0.00, 0.99], [2.65, 4.05, -1.42], [-3.08, -3.88, 2.21], [0.50, -0.02, 1.83], [1.48, 5.55, 4.09], [-4.53, -6.28, -3.66], [1.80, 0.75, -4.28], [0.48, -1.11, 7.08], [1.72, -2.68, 5.01], [-0.18, 0.13, -3.34], [-1.89, -1.19, -3.17], [4.48, -3.35, -4.31], [3.91, -0.10, 3.84], [6.70, -3.15, -3.63], [-3.75, -5.66, -4.10], [-1.52, -2.42, 0.29], [1.27, 7.46, 2.86], [0.51, 6.36, 5.88], [-2.41, 3.02, -2.27], [-2.29, 1.83, -3.75], [-5.85, -3.78, -4.40], [-2.39, -3.76, 8.11], [-4.18, 0.72, -0.36], [-2.28, -3.07, 2.29], [-2.74, -1.03, -2.42], [1.71, 1.39, -0.08], [-0.95, 0.69, -0.42], [-2.75, -4.64, -2.15], [-4.81, -3.65, -4.72], [2.59, 1.55, -4.07], [-5.03, 1.10, -1.05], [-3.33, -2.13, 0.56], [4.26, -0.14, -4.44], [1.69, -0.74, 3.77], [3.16, 1.81, -1.51], [0.07, -0.06, 5.62], [-2.57, 0.65, -1.45], [0.80, 8.73, 4.52], [-1.22, -3.47, 2.49], [-2.78, 2.03, -2.74], [-0.55, -3.26, 8.25], [3.32, -1.42, -5.43], [0.39, 1.39, -0.94], [5.98, -3.94, -4.05], [2.95, -0.02, 3.21], [5.95, -4.89, -3.42], [0.62, 4.90, 3.92], [2.33, 4.95, 4.42], [1.79, 0.67, 1.34], [3.77, -4.07, -3.79], [0.65, 3.99, 0.02], [1.52, 2.64, -2.53], [-4.75, -2.81, -5.40], [-1.44, -3.47, 7.54], [2.10, 7.04, 5.51], [3.83, 3.99, 0.02], [-3.41, -4.54, -3.15], [-2.93, -1.90, -1.72], [-0.76, -1.98, 5.53], [0.51, 2.12, -2.36], [-4.96, -5.47, -5.92], [1.64, 3.59, 1.61], [6.41, -4.25, -5.07], [3.07, 0.72, 2.00], [0.45, -0.72, 3.09], [2.84, 3.57, -0.38], [4.36, -3.30, -5.44], [-4.24, -4.91, -5.32], [1.81, 6.21, 2.86], [4.37, -2.07, -3.63], [-4.01, -3.39, -3.56], [1.45, -1.47, -3.75], [-3.38, -4.66, -5.96], [2.26, -0.66, -3.61], [-2.54, -2.43, 3.22], [1.65, 0.63, -5.43], [1.17, 6.67, 5.07], [-2.42, -1.20, 6.98], [-4.39, -0.33, 0.04], [0.36, -1.13, 5.95], [0.58, 7.73, 4.17], [1.65, 4.07, 0.57], [-0.26, 2.99, -2.41], [-2.80, -0.09, 1.77], [-4.01, 1.48, 0.48], [1.81, 5.20, 0.76], [2.95, 2.08, -0.55], [-1.07, -4.29, 6.83], [-1.62, -2.12, 6.69], [3.61, -1.10, -4.37], [0.35, 1.10, -3.62]],
  "lowdin_charge": [-0.07, 0.12, -0.09, 0.05, 0.05, -0.26, 0.12, 0.10, 0.13, 0.11, 0.14, -0.13, 0.11, 0.06, -0.08, -0.17, 0.14, -0.20, 0.13, 0.13, 0.08, 0.04, -0.25, 0.11, 0.08, -0.08, 0.13, -0.48, 0.12, 0.04, 0.03, 0.13, 0.09, -0.21, -0.10, -0.19, -0.13, -0.09, 0.12, -0.16, 0.10, 0.05, 0.09, 0.13, -0.19, 0.08, 0.13, 0.54, 0.13, 0.07, -0.22, 0.10, 0.12, -0.09, -0.09, -0.05, 0.07, 0.13, 0.13, -0.12, 0.12, 0.08, 0.08, 0.13, 0.00, 0.12, 0.11, -0.47, 0.02, -0.12, -0.16, 0.12, 0.08, 0.07, 0.10, 0.13, -0.25, 0.11, -0.17, -0.01, -0.20, -0.01, 0.12, 0.12, -0.16, 0.07, 0.12, -0.17, 0.06, 0.02, -0.18, -0.08, -0.10, 0.10, 0.10, 0.04, 0.07, -0.06, 0.09, -0.41, -0.23, -0.19],
  "e_tot_ha": -2363.99462,
  "smiles": "CCNc1c(CCCCCOCC)c([Si](C)(C)C)c(NCC)c2nc(CCOC(C)=O)cnc12.O=C1CCCO1.O=C1CCCO1",
  "largest_force_ev_per_a": 6.403,
  "multiplicity": 1,
  "homo_ha": -0.2820
}

***

{
  "formula": "C34H56N6P",
  "method": "ωB97M-V with the def2-TZVPD basis set",
  "symbols": ["N", "H", "H", "H", "C", "H", "C", "C", "H", "H", "C", "H", "H", "H", "H", "C", "H", "P", "H", "H", "H", "H", "H", "H", "H", "H", "C", "H", "C", "H", "H", "H", "H", "C", "H", "H", "H", "H", "H", "H", "C", "H", "C", "C", "N", "C", "C", "H", "H", "C", "C", "C", "H", "C", "H", "H", "H", "H", "H", "H", "H", "C", "C", "C", "N", "C", "C", "H", "C", "H", "C", "H", "C", "C", "C", "H", "H", "H", "C", "C", "N", "H", "C", "N", "H", "H", "H", "H", "N", "H", "C", "C", "C", "H", "C", "H", "H"],
  "positions_angstrom": [[-1.41, 0.73, 2.93], [2.96, -0.63, 1.04], [-4.13, 1.14, 1.82], [-5.50, -0.51, -2.96], [5.06, -0.96, 1.35], [3.30, 1.10, -0.70], [-4.90, -2.02, -1.59], [4.55, -1.95, -5.35], [-0.25, -3.84, 2.61], [0.34, -1.90, 0.41], [2.70, 2.95, -2.26], [-2.88, -0.23, 0.50], [6.06, -3.42, -5.71], [-2.04, -1.79, 5.87], [-5.74, 1.03, 3.86], [6.34, -0.60, 0.96], [1.98, -2.04, 2.40], [-0.22, 2.07, -0.29], [3.12, -0.50, -4.69], [-2.04, 0.00, -2.23], [-0.67, -0.55, -1.23], [4.25, -1.88, -6.39], [-0.72, -0.99, 3.97], [5.96, 4.80, -1.33], [-5.13, 2.61, 3.32], [4.92, -1.71, 2.11], [1.00, -2.50, 2.30], [-4.78, -2.12, -0.51], [3.93, 2.40, -2.60], [-3.08, 1.10, -0.57], [6.74, -3.57, -3.34], [-7.48, -1.91, -2.00], [5.58, 1.73, -1.38], [-3.52, -2.05, -2.27], [1.79, 2.42, -2.52], [-3.82, -0.08, 3.06], [5.63, -2.16, -1.65], [1.68, 4.60, -1.33], [7.53, 0.64, -0.33], [-8.66, -0.69, -0.16], [-5.69, -0.74, -1.92], [-3.22, -1.13, 4.77], [-3.82, 0.98, 2.85], [5.04, 4.28, -1.59], [-2.50, 1.57, 3.12], [5.32, -2.10, -2.68], [-2.35, -1.88, -1.29], [0.97, 0.15, 1.12], [-2.36, 2.44, 2.61], [5.57, -2.81, -4.97], [6.53, 0.37, -0.02], [4.15, 0.62, -0.23], [-7.73, -0.17, -2.32], [-1.65, 0.25, 5.41], [0.30, 3.09, 0.51], [-2.68, -2.16, -0.30], [-5.32, 0.06, -1.28], [3.77, 5.78, -0.74], [-7.20, 0.32, 0.02], [-0.93, 0.21, 6.22], [0.16, 0.46, 4.29], [-2.62, -0.90, 5.64], [4.30, -1.24, -3.06], [2.64, 4.16, -1.59], [0.26, -0.26, 1.72], [-1.75, -0.45, -1.29], [3.81, 4.83, -1.26], [-4.41, 1.84, 4.70], [-7.19, -0.90, -1.73], [-7.11, -1.39, 0.38], [3.91, -1.16, -4.39], [-3.27, -0.73, 6.48], [5.44, 0.98, -0.62], [-7.58, -0.66, -0.27], [-0.84, 0.07, 4.14], [6.06, 2.64, -2.52], [-0.70, 3.59, -1.73], [-2.12, 1.22, 5.48], [3.97, -0.35, 0.75], [-0.86, 0.55, 1.76], [-1.39, 1.23, 0.67], [-3.48, -1.33, -3.08], [5.10, 3.06, -2.26], [0.72, -3.60, 2.84], [0.77, 1.10, -0.53], [3.98, 1.45, -3.12], [7.20, -1.07, 1.42], [-1.55, -2.55, -1.60], [-0.77, 2.59, -1.65], [-3.43, -3.03, -2.72], [-2.34, 0.42, -0.17], [0.05, -1.71, 1.44], [-4.87, 1.65, 3.74], [-5.50, -2.86, -1.92], [5.95, -2.89, -3.64], [3.81, -0.63, -2.32], [-0.98, -1.99, 1.62]],
  "lowdin_charge": [0.02, 0.06, 0.10, 0.11, -0.09, 0.07, -0.19, -0.09, 0.06, 0.12, -0.12, 0.09, 0.10, 0.08, 0.08, -0.08, 0.10, 0.73, 0.10, 0.10, 0.08, 0.10, 0.11, 0.11, 0.08, 0.10, -0.24, 0.10, -0.11, 0.11, 0.10, 0.10, 0.03, -0.18, 0.08, 0.10, 0.10, 0.08, 0.11, 0.07, -0.22, 0.06, -0.23, -0.06, 0.02, -0.08, -0.20, 0.08, 0.14, -0.09, -0.06, -0.10, 0.10, -0.22, 0.03, 0.09, 0.09, 0.11, 0.06, 0.12, 0.14, -0.09, -0.11, -0.10, 0.06, -0.18, -0.08, 0.07, -0.25, 0.06, -0.10, 0.08, -0.08, -0.11, -0.09, 0.12, -0.01, 0.10, -0.09, -0.33, -0.18, 0.10, -0.14, 0.13, 0.01, 0.10, 0.11, 0.11, -0.22, 0.11, -0.18, -0.14, -0.06, 0.11, -0.09, 0.07, 0.12],
  "charge": 1,
  "e_tot_ha": -1998.63206,
  "largest_force_ev_per_a": 1.944,
  "multiplicity": 1,
  "homo_ha": -0.4019
}

***

{
  "formula": "C34H57AlBr5CsF4N3O7P",
  "method": "ωB97M-V with the def2-TZVPD basis set",
  "symbols": ["H", "H", "C", "C", "H", "H", "H", "F", "F", "H", "C", "H", "H", "O", "H", "H", "H", "H", "H", "P", "C", "H", "Br", "H", "H", "H", "C", "H", "C", "C", "H", "H", "C", "H", "C", "C", "O", "C", "H", "Cs", "H", "H", "H", "H", "C", "C", "F", "H", "H", "F", "C", "C", "H", "H", "H", "Br", "O", "N", "H", "H", "C", "H", "C", "H", "H", "C", "H", "C", "C", "H", "C", "Br", "C", "C", "H", "H", "H", "O", "H", "C", "H", "C", "H", "C", "H", "H", "H", "H", "Al", "H", "N", "H", "Br", "O", "N", "H", "H", "H", "H", "Br", "C", "C", "O", "O", "C", "C", "H", "H", "C", "C", "C", "H", "C"],
  "positions_angstrom": [[-6.89, 0.98, 5.75], [1.69, 0.87, -2.19], [1.97, -9.22, 0.34], [1.66, 9.34, -4.90], [4.24, 6.02, -1.34], [3.02, -2.43, -4.97], [-2.32, -3.18, -3.08], [-2.95, -0.16, 1.76], [-1.24, 2.66, 2.06], [0.30, 7.04, 1.15], [-2.17, -5.83, -2.47], [-1.60, -3.83, 0.09], [3.03, -9.17, 0.58], [4.64, -1.43, 1.86], [1.70, 9.41, -2.04], [1.13, 8.13, -1.01], [3.70, 8.04, -2.67], [1.99, -12.38, 0.35], [-0.70, -1.04, -2.80], [-1.11, 1.48, 4.24], [3.19, 6.32, -1.48], [2.32, 9.90, -4.23], [3.79, -0.60, -3.45], [-2.69, -5.77, -3.43], [1.63, -11.82, 2.02], [-1.24, 3.59, 4.78], [4.59, 1.09, 1.75], [2.79, 5.73, -2.30], [0.95, 2.32, 2.54], [0.89, 7.71, -3.10], [-2.79, -2.73, -1.42], [-1.52, -7.85, -2.73], [4.76, -0.40, 1.19], [5.45, 1.69, 1.29], [-9.84, -0.33, 7.02], [-1.52, -6.99, -2.07], [5.10, -0.54, -0.18], [3.24, 1.80, 1.29], [0.90, 7.37, -5.21], [-3.08, -0.96, 4.66], [-3.88, -3.75, -2.40], [-10.51, 0.32, 6.46], [-0.43, -0.43, 2.50], [0.81, -1.47, -0.19], [0.86, 0.63, 0.80], [1.68, 8.32, -1.93], [-2.17, 0.97, -0.04], [0.74, 6.64, -2.91], [2.51, 7.40, -4.51], [-1.65, -1.19, 0.23], [-0.70, -9.45, -0.23], [3.11, 7.81, -1.78], [-8.67, -0.71, 5.29], [4.53, -1.70, -5.54], [1.02, 3.15, 1.67], [1.49, 2.80, -2.34], [-2.85, 1.61, 4.15], [1.34, -10.40, 0.53], [2.08, 9.40, -5.91], [2.45, -0.53, -0.31], [1.90, 1.16, 1.89], [-8.51, 1.67, 5.67], [-0.09, -8.21, -0.40], [-9.77, 0.08, 8.04], [-0.11, 8.16, -3.11], [2.78, -0.60, -6.12], [-0.42, -11.50, 0.40], [-0.89, -5.87, -0.06], [2.08, -11.56, 1.07], [1.31, 2.82, 3.49], [1.30, -0.46, -0.28], [0.88, -0.55, -5.70], [0.90, 0.17, -1.71], [-1.56, -4.74, -0.50], [3.14, 0.44, -6.12], [-3.24, 0.70, 4.33], [3.13, -11.30, 1.20], [3.91, 2.15, -6.45], [2.83, -0.99, -7.14], [-0.84, -7.02, -0.85], [4.72, 0.21, -0.69], [3.53, -1.49, -5.17], [2.64, 6.07, -0.57], [-2.84, -3.51, -2.18], [-1.12, 0.80, -2.37], [-0.40, -5.84, 0.91], [-7.72, 1.46, 7.23], [0.63, 1.58, 0.20], [-1.37, 1.89, 7.25], [3.16, 1.85, 0.14], [-2.17, -4.73, -1.70], [3.39, 2.73, -5.89], [2.21, 0.01, 3.54], [-0.69, 2.87, 5.19], [-0.41, 1.63, 2.57], [-1.76, -9.59, -0.44], [3.58, 8.36, -0.95], [1.81, -7.18, -0.25], [-10.31, -1.31, 7.09], [0.26, 4.56, 0.77], [1.28, -8.12, -0.12], [0.03, -10.53, 0.24], [0.16, 7.93, 1.48], [-7.65, -1.16, 7.08], [-1.80, 0.04, 0.92], [1.53, 7.88, -4.48], [4.77, 1.15, 2.88], [3.29, 2.89, 1.63], [-7.86, 1.01, 6.25], [-8.46, -0.41, 6.33], [-0.44, 0.39, 1.69], [0.69, 9.84, -4.91], [-0.37, -0.06, -2.34]],
  "lowdin_charge": [0.03, -0.17, 0.03, -0.11, 0.07, 0.04, 0.12, -0.02, -0.12, -0.21, 0.03, 0.13, 0.16, 0.03, 0.10, 0.09, 0.10, 0.12, 0.04, 0.84, -0.13, 0.07, 0.69, 0.16, 0.12, 0.13, -0.12, 0.03, -0.28, -0.22, 0.09, 0.15, -0.44, 0.14, -0.07, 0.06, 0.02, -0.14, 0.10, 1.29, 0.12, 0.07, 0.12, 0.11, -0.20, -0.22, 0.14, 0.09, 0.10, 0.05, 0.06, -0.26, 0.11, 0.07, -0.15, 0.19, -0.47, -0.08, 0.07, 0.10, -0.57, 0.07, -0.14, 0.08, 0.11, -0.67, 0.16, 0.05, 0.05, 0.14, -0.09, 0.61, -0.31, 0.02, -0.01, -0.36, 0.11, -0.26, 0.07, -0.14, 0.08, -0.66, 0.03, 0.05, 0.08, 0.14, 0.08, 0.12, 0.92, 0.11, -0.07, -0.07, 0.77, -0.43, -0.29, 0.14, 0.11, 0.15, 0.07, 0.24, 0.06, 0.03, -0.19, -0.18, -0.34, -0.27, 0.12, 0.14, -0.09, -0.67, -0.11, 0.07, -0.05],
  "charge": 2,
  "e_tot_ha": -15892.57621,
  "largest_force_ev_per_a": 7.449,
  "multiplicity": 1,
  "homo_ha": -0.3344
}

***

{
  "formula": "C34H57CrN3O3Si",
  "method": "ωB97M-V with the def2-TZVPD basis set",
  "symbols": ["C", "H", "H", "H", "C", "H", "C", "C", "H", "C", "H", "C", "C", "H", "H", "H", "H", "C", "C", "H", "H", "H", "H", "H", "Si", "C", "H", "C", "O", "C", "H", "H", "H", "C", "C", "H", "C", "C", "C", "H", "N", "C", "H", "H", "H", "N", "H", "H", "C", "H", "H", "C", "C", "C", "H", "H", "H", "H", "H", "C", "H", "H", "H", "N", "H", "H", "H", "H", "H", "C", "H", "H", "H", "Cr", "H", "H", "C", "C", "C", "H", "H", "O", "O", "H", "H", "H", "C", "C", "H", "C", "C", "C", "H", "H", "H", "H", "H", "C", "C"],
  "positions_angstrom": [[3.10, -1.34, -0.80], [-3.26, 2.17, -2.19], [-3.28, -0.68, -2.28], [-2.30, 1.57, -0.80], [-1.81, 2.75, -4.66], [-0.28, -0.33, -0.62], [2.69, -2.24, 2.37], [-0.21, -3.14, 3.45], [2.24, 0.50, -0.02], [-0.02, 2.74, 3.51], [-1.75, -0.52, 0.31], [3.22, 0.03, -0.20], [1.99, 1.29, 3.13], [-3.34, 1.98, 3.54], [-4.73, 2.48, -0.40], [0.49, 1.71, -4.66], [-2.99, 3.90, -6.00], [0.23, 1.91, -3.61], [-3.79, 3.03, -0.27], [0.67, 3.58, 3.66], [0.56, 5.29, -0.04], [-2.58, -1.30, 3.92], [-0.87, -4.69, -1.26], [-1.39, 2.07, -5.41], [-1.58, -2.32, -1.46], [0.51, 1.49, 3.23], [4.56, -2.52, 3.31], [-1.77, 0.57, 3.18], [-0.53, -3.88, 4.38], [-0.05, 4.98, -0.90], [-4.01, -1.86, -1.17], [3.77, 0.02, 0.75], [-1.47, 3.98, 0.39], [-0.94, -1.10, -0.16], [-0.37, 0.40, 3.05], [0.64, -2.29, -2.61], [-0.85, 3.78, -0.49], [-2.20, 4.07, -5.26], [3.53, -1.59, -2.10], [3.97, -0.77, -2.67], [1.98, -2.14, 1.22], [2.54, -2.40, -0.06], [-0.70, -1.12, 5.36], [-1.22, 3.24, -2.63], [1.23, 2.32, -1.75], [0.15, -0.86, 2.76], [2.27, 0.90, 2.14], [4.35, -3.52, 1.86], [-2.71, -0.59, 3.09], [1.76, 3.35, -3.12], [-1.34, 4.51, -5.79], [-1.40, 2.93, 3.62], [-2.26, 1.85, 3.45], [-2.79, 2.45, -1.24], [-0.60, -3.13, -3.57], [-0.57, -1.35, -3.52], [2.69, -2.19, 4.48], [2.24, 1.63, -3.02], [1.87, -5.73, -0.37], [4.15, -2.53, 2.29], [-2.66, 2.25, -4.17], [-0.21, 2.90, -0.28], [4.69, -1.77, 1.71], [-0.49, -3.26, 2.12], [-0.72, 5.81, -1.16], [-2.63, -4.52, -1.24], [-3.75, -0.24, 3.12], [-1.80, 3.91, 3.86], [-2.58, -1.17, 2.16], [0.62, -1.81, 3.75], [-2.56, 4.76, -4.50], [-4.00, 4.09, -0.44], [3.77, 0.70, -0.88], [0.08, -1.88, 1.20], [2.55, -5.03, 1.11], [-0.25, 1.01, -3.19], [2.90, -3.92, -1.89], [3.43, -2.87, -2.64], [-0.41, -2.26, -2.93], [2.36, 0.57, 3.87], [0.90, -4.63, 0.64], [-1.77, 3.44, -1.59], [-0.76, 2.99, -3.66], [-3.63, -2.34, -2.84], [-3.47, 2.88, 0.76], [-1.68, -4.17, 0.24], [0.36, -1.29, 5.18], [2.07, -2.10, 3.59], [0.92, -0.36, 5.37], [-1.70, -4.09, -0.86], [-3.29, -1.74, -1.99], [1.43, 2.34, -2.83], [3.76, -3.05, -3.67], [2.84, -4.93, -2.30], [0.71, -2.05, 5.88], [2.52, 2.24, 3.28], [0.63, 4.78, -1.74], [1.91, -4.82, 0.24], [2.45, -3.70, -0.59]],
  "lowdin_charge": [-0.19, 0.12, 0.03, 0.10, -0.18, 0.07, -0.22, -0.38, 0.07, 0.02, 0.06, -0.02, 0.01, 0.14, 0.10, 0.14, 0.11, -0.18, -0.04, 0.15, 0.10, 0.11, 0.05, 0.14, 0.48, -0.17, 0.12, -0.18, 0.28, -0.03, 0.06, 0.08, 0.12, -0.21, -0.18, 0.01, -0.19, -0.03, 0.01, 0.14, 0.09, -0.19, 0.12, 0.04, 0.05, 0.06, 0.06, 0.13, 0.00, 0.11, 0.11, 0.03, 0.01, -0.18, 0.07, 0.03, 0.18, 0.09, 0.12, 0.06, 0.12, 0.11, 0.11, 0.14, 0.11, 0.07, 0.11, 0.15, 0.06, -0.38, 0.09, 0.12, 0.11, 0.82, 0.11, 0.12, 0.02, 0.02, -0.14, 0.10, 0.06, -0.12, -0.11, 0.07, 0.06, 0.01, 0.05, 0.19, 0.11, -0.14, -0.14, -0.05, 0.15, 0.15, 0.13, 0.12, 0.07, 0.00, -0.19],
  "charge": 4,
  "e_tot_ha": -3051.93300,
  "largest_force_ev_per_a": 5.265,
  "multiplicity": 1,
  "homo_ha": [-0.7387, -0.7386]
}